{
  "formula": "C29H38AsFIrN3O5Te2",
  "method": "ωB97M-V/def2-TZVPD",
  "homo_lumo_gap_ha": [0.1886, 0.1825],
  "e_homo_ev": [-3.731, -3.758],
  "charge": -1,
  "s2": 0.856,
  "multiplicity": 2,
  "symbols": ["Ir", "C", "As", "C", "C", "H", "H", "H", "H", "H", "H", "H", "H", "H", "C", "C", "O", "N", "Te", "C", "C", "C", "C", "C", "C", "C", "C", "C", "C", "C", "C", "C", "C", "C", "C", "C", "C", "H", "H", "H", "H", "H", "H", "H", "H", "H", "H", "H", "H", "H", "H", "H", "H", "H", "H", "H", "H", "H", "H", "H", "H", "H", "Te", "F", "C", "C", "N", "C", "C", "O", "O", "C", "O", "N", "C", "O", "H", "H", "H", "H"],
  "coordinates": [[0.00690, 0.11120, -0.20660], [2.88180, 0.22180, -2.89030], [2.39920, -0.08830, -1.03470], [3.59910, 1.22750, -0.20890], [3.51180, -1.65420, -0.63570], [3.96620, 0.15500, -3.01350], [2.54620, 1.21840, -3.17470], [2.39520, -0.51980, -3.51950], [4.59570, 1.16230, -0.65220], [3.67830, 1.06320, 0.86660], [3.19820, 2.22250, -0.37970], [4.53450, -1.46690, -0.97300], [3.11810, -2.52410, -1.15390], [3.52290, -1.85490, 0.43720], [-0.71830, -3.90580, -2.00140], [-0.20840, -2.50720, -1.65160], [0.85890, -2.12530, -2.17850], [-0.92010, -1.75800, -0.84670], [-2.43230, -2.68530, 0.50670], [-3.52180, -3.34620, 2.43550], [-4.88050, -3.64140, 2.42920], [-5.74860, -3.39240, 1.23100], [-5.47430, -4.21300, 3.55350], [-4.74190, -4.49910, 4.69010], [-5.37570, -5.12190, 5.89920], [-3.38290, -4.21680, 4.68280], [-2.76980, -3.65600, 3.57240], [-1.29160, -3.42270, 3.60440], [-3.61950, -0.93720, 0.28460], [-3.86560, -0.06160, 1.33660], [-3.20080, -0.17520, 2.66930], [-4.76060, 0.98690, 1.15590], [-5.39230, 1.20290, -0.05450], [-6.41630, 2.28060, -0.22730], [-5.07330, 0.36590, -1.11500], [-4.20400, -0.70020, -0.96450], [-3.89810, -1.57230, -2.14340], [-0.15560, -4.28590, -2.85180], [-1.77960, -3.87900, -2.23870], [-0.57830, -4.56180, -1.14160], [-5.14400, -3.16270, 0.35680], [-6.42240, -2.55360, 1.40580], [-6.35370, -4.27380, 1.01950], [-6.53170, -4.44920, 3.52500], [-6.43180, -5.31540, 5.72900], [-5.27800, -4.46280, 6.76080], [-4.88310, -6.06250, 6.14340], [-2.79020, -4.45340, 5.55740], [-0.86070, -3.76860, 4.54070], [-1.04090, -2.36700, 3.49340], [-0.81280, -3.95190, 2.78170], [-2.43990, -0.95040, 2.65310], [-3.92910, -0.40790, 3.44680], [-2.72180, 0.77000, 2.92310], [-4.96100, 1.64920, 1.98730], [-6.44400, 2.94230, 0.63400], [-7.40340, 1.83380, -0.34670], [-6.22140, 2.87370, -1.11630], [-5.52340, 0.55670, -2.07980], [-4.48600, -1.27930, -3.01110], [-4.10510, -2.62240, -1.91500], [-2.84120, -1.48790, -2.39510], [0.92190, -0.49460, 2.09140], [-4.27400, 3.91120, -4.29960], [-3.83400, 4.29300, -3.07630], [-2.52050, 4.14560, -2.77180], [-2.00980, 4.54650, -1.57430], [-0.60740, 4.35160, -1.29740], [-0.22790, 2.86060, -1.05940], [0.95120, 2.55510, -1.26020], [-1.13370, 2.10170, -0.65730], [-2.81730, 5.07600, -0.58930], [-2.40190, 5.47280, 0.47570], [-4.14800, 5.17340, -0.93290], [-4.77660, 4.85100, -2.14180], [-5.96720, 5.05650, -2.29450], [-1.82610, 3.71530, -3.47780], [-0.37460, 4.89390, -0.37710], [0.00190, 4.74300, -2.11640], [-4.75140, 5.55310, -0.21270]],
  "atomic_forces_ev_per_a": [[0.94, -2.42, -0.34], [-0.53, 0.07, -0.21], [-0.60, -0.39, 1.04], [-0.24, 0.24, 0.10], [-0.30, -0.19, 0.00], [-0.12, -0.03, 0.27], [-0.01, 0.00, 0.04], [-0.05, -0.04, 0.08], [-0.10, -0.15, -0.11], [-0.14, -0.14, -0.10], [-0.06, 0.05, -0.02], [-0.11, 0.18, -0.03], [-0.13, 0.03, -0.04], [-0.12, 0.17, -0.09], [0.01, 0.35, 0.06], [0.39, 0.22, -0.69], [0.95, -0.20, -0.43], [1.40, 2.88, 0.12], [-0.44, -0.67, 2.59], [-0.34, 0.00, -1.15], [-0.02, -0.06, 0.14], [-0.03, 0.01, -0.05], [-0.03, 0.02, 0.11], [-0.08, -0.02, -0.05], [0.06, 0.03, -0.04], [-0.09, 0.06, -0.09], [0.05, 0.01, 0.07], [0.18, 0.02, 0.03], [0.36, -0.21, 0.04], [0.03, 0.02, 0.13], [0.12, -0.09, 0.15], [-0.13, 0.06, -0.24], [0.10, -0.05, 0.14], [0.00, -0.03, -0.06], [-0.02, 0.08, 0.02], [-0.05, -0.02, -0.18], [-0.10, -0.03, -0.15], [0.05, 0.07, 0.05], [-0.09, -0.09, 0.03], [-0.04, -0.08, 0.01], [-0.10, -0.03, -0.05], [-0.07, 0.10, -0.03], [-0.11, -0.04, -0.06], [-0.13, -0.03, 0.05], [-0.10, -0.04, 0.04], [-0.05, 0.01, 0.13], [-0.02, -0.10, 0.08], [0.11, -0.02, 0.11], [0.04, -0.10, 0.15], [0.00, -0.03, -0.08], [0.16, 0.06, 0.01], [0.03, 0.06, 0.13], [0.00, -0.09, 0.08], [0.03, 0.08, 0.04], [-0.02, 0.10, 0.12], [-0.02, 0.10, 0.10], [-0.12, 0.05, 0.01], [-0.07, 0.08, -0.07], [-0.07, -0.05, -0.17], [-0.08, 0.05, -0.05], [0.05, 0.06, -0.05], [0.05, -0.11, -0.05], [-0.50, 0.24, -1.41], [0.00, 0.16, 0.48], [1.01, -0.48, -0.70], [-1.20, 0.15, -0.14], [-0.11, 0.07, 0.02], [0.56, -0.57, 0.23], [0.33, 1.10, -0.35], [0.48, 0.32, -0.11], [-0.56, -0.88, 0.17], [0.03, 0.16, 0.04], [0.05, -0.01, 0.21], [-0.37, -0.04, -0.17], [-0.39, 0.34, 0.55], [0.48, -0.15, -0.17], [0.01, -0.04, -0.03], [-0.01, -0.05, -0.21], [-0.10, -0.02, 0.12], [0.11, -0.05, -0.12]]
}

***

{
  "formula": "CH7N2O",
  "method": "ωB97M-V/def2-TZVPD",
  "homo_lumo_gap_ha": 0.2313,
  "e_homo_ev": -2.474,
  "charge": -1,
  "symbols": ["N", "H", "H", "H", "N", "C", "O", "H", "H", "H", "H"],
  "coordinates": [[2.10014, 0.71920, -3.21897], [1.34679, 0.32187, -2.66010], [1.50107, 1.05019, -4.01288], [2.43130, 1.47138, -2.68514], [-0.41595, 0.35751, 0.24279], [-1.04278, 0.00155, 1.72098], [-1.04916, -1.36569, 1.93803], [-0.61939, -0.50092, -0.31401], [0.57001, 0.00565, 0.43127], [-2.02394, 0.41077, 1.94694], [-0.34522, 0.62033, 2.29710]],
  "atomic_forces_ev_per_a": [[-2.05, -1.42, -1.78], [0.36, -0.28, 0.48], [1.25, 0.20, 0.77], [0.41, 1.50, 0.58], [0.75, -1.71, 0.88], [1.20, -2.98, -0.97], [0.27, 2.33, -0.19], [-0.89, 0.68, 0.42], [-1.09, 1.06, 0.15], [-0.64, 0.62, -0.94], [0.43, -0.01, 0.60]]
}

***

{
  "formula": "C19H22O5",
  "method": "ωB97M-V/def2-TZVPD",
  "homo_lumo_gap_ha": 0.3152,
  "e_homo_ev": -8.005,
  "smiles": "COc1ccc(OC)c([C@H]2CC(=O)OC3=C2C(=O)CC(C)(C)C3)c1",
  "symbols": ["C", "O", "C", "C", "C", "C", "O", "C", "C", "C", "C", "C", "O", "O", "C", "C", "C", "O", "C", "C", "C", "C", "C", "C", "H", "H", "H", "H", "H", "H", "H", "H", "H", "H", "H", "H", "H", "H", "H", "H", "H", "H", "H", "H", "H", "H"],
  "coordinates": [[-4.03534, -0.64265, -3.31327], [-3.15403, -0.37341, -2.25125], [-1.81298, -0.38358, -2.50727], [-1.23164, -0.65870, -3.73357], [0.14969, -0.63894, -3.86815], [0.96700, -0.34671, -2.78959], [2.33325, -0.29430, -2.83953], [2.97253, -0.64503, -4.04126], [0.38385, -0.07302, -1.54081], [1.29953, 0.25570, -0.38099], [1.79314, 1.70519, -0.47779], [0.68324, 2.66876, -0.14653], [0.45476, 3.69077, -0.72532], [-0.06682, 2.35227, 0.94309], [0.02861, 1.12682, 1.53925], [0.63008, 0.07941, 0.95332], [0.65062, -1.24307, 1.58848], [1.27590, -2.17344, 1.12861], [-0.18936, -1.36871, 2.84136], [-0.15860, -0.10944, 3.71455], [1.26680, 0.14871, 4.20735], [-1.08355, -0.29255, 4.91889], [-0.65042, 1.07312, 2.86879], [-0.98845, -0.09067, -1.41976], [-3.93069, 0.09143, -4.11885], [-5.03659, -0.57205, -2.89109], [-3.88383, -1.64940, -3.71671], [-1.82978, -0.89068, -4.60009], [0.57082, -0.85581, -4.83686], [2.72746, -1.66785, -4.34434], [2.71684, 0.04652, -4.85101], [4.03996, -0.57717, -3.83613], [2.15603, -0.42300, -0.44178], [2.17394, 1.92886, -1.47261], [2.59613, 1.86896, 0.24820], [-1.21588, -1.56253, 2.51538], [0.15089, -2.24094, 3.40185], [1.62341, -0.69851, 4.78802], [1.29686, 1.03305, 4.83997], [1.94688, 0.29669, 3.37221], [-2.10176, -0.50130, 4.59852], [-0.74324, -1.12051, 5.53574], [-1.09384, 0.60694, 5.53008], [-1.72863, 0.98276, 2.69940], [-0.48731, 2.02065, 3.38669], [-1.46549, 0.11735, -0.47520]],
  "atomic_forces_ev_per_a": [[-0.11, -0.04, -0.13], [0.22, 0.05, 0.20], [0.11, 0.01, -0.09], [-0.45, 0.01, 0.15], [0.47, 0.04, 0.05], [-0.24, -0.02, -0.12], [-0.21, 0.07, 0.30], [0.13, -0.03, -0.18], [0.16, -0.07, -0.07], [0.05, -0.04, 0.12], [-0.04, -0.16, -0.02], [0.58, 0.43, -0.85], [-0.04, -0.28, 0.24], [-0.46, 0.03, 0.53], [0.14, -0.64, 0.08], [0.21, 0.49, -0.45], [-0.26, 0.06, 0.45], [0.03, 0.00, -0.10], [0.12, -0.10, 0.10], [-0.10, 0.02, 0.05], [-0.16, -0.04, -0.09], [0.14, 0.04, -0.26], [0.08, -0.01, -0.06], [-0.08, -0.05, -0.21], [0.01, -0.03, 0.02], [0.05, -0.02, -0.08], [0.00, 0.04, 0.00], [-0.09, -0.02, -0.05], [0.08, -0.02, -0.07], [-0.01, 0.04, 0.01], [-0.01, -0.04, 0.03], [-0.06, -0.02, -0.08], [-0.11, 0.14, 0.08], [-0.06, 0.09, 0.09], [-0.02, 0.00, 0.00], [-0.08, -0.03, 0.00], [0.00, -0.02, -0.04], [0.06, -0.10, 0.08], [0.02, 0.11, 0.07], [0.15, 0.04, -0.03], [-0.14, -0.03, -0.02], [0.03, -0.10, 0.09], [-0.02, 0.11, 0.11], [-0.04, 0.05, 0.00], [-0.01, 0.02, 0.01], [-0.03, 0.01, 0.15]]
}

***

Values of relative energy (zero: lowest compared OMol25 entry of this formula, charge and spin), in order: 56.78 24.85 15.52, all in kcal/mol.